[1]
53
Properties=species:S:1:pos:R:3:lowdin_charge:R:1 method="wB97M-V/def2-TZVPD" e_above_lowest_kj_mol=0.00 gap_ha=0.3234 e_homo_ha=-0.2315 total_charge=-1 lumo_ev=2.5
C -6.275 2.641 17.405 -0.18
O -5.345 2.540 18.473 -0.42
H -7.284 2.735 17.679 0.05
H -6.105 1.611 16.944 0.09
H -5.917 3.390 16.744 0.05
O -5.481 3.271 20.895 -0.13
H -6.296 3.022 21.402 0.06
H -5.608 3.074 19.896 0.00
O -9.106 0.410 18.582 -0.07
H -9.383 1.179 19.076 0.01
H -8.127 0.361 18.560 -0.02
O -3.327 4.346 18.494 -0.02
H -3.124 4.401 19.418 0.04
H -3.963 3.695 18.414 -0.07
O -7.018 -0.819 16.052 -0.06
H -7.745 -1.349 16.457 0.08
H -7.359 0.042 16.125 -0.04
O -8.772 1.397 15.468 -0.07
H -8.991 1.743 16.335 -0.02
H -8.178 2.055 15.054 0.00
O -8.766 4.527 19.962 -0.05
H -7.998 5.080 20.118 0.03
H -8.559 3.599 20.127 0.03
O -7.558 5.495 16.099 -0.05
H -6.980 5.239 16.832 -0.02
H -7.001 5.782 15.400 0.00
O -3.997 2.069 15.003 -0.07
H -3.110 2.218 14.610 0.07
H -3.923 2.211 15.955 0.00
O -3.206 1.439 17.426 -0.07
H -3.263 0.529 17.124 0.01
H -4.023 1.591 17.896 -0.03
O -4.394 -0.795 16.446 -0.10
H -5.254 -0.419 16.747 0.00
H -4.673 -1.200 15.592 0.06
O -7.194 3.231 14.144 -0.04
H -7.419 4.052 13.702 0.05
H -6.399 3.415 14.660 0.00
O -6.456 -0.051 18.745 -0.04
H -6.289 -0.229 19.669 0.05
H -5.952 0.728 18.589 -0.02
O -9.859 3.391 17.290 -0.02
H -10.322 3.547 18.076 0.00
H -9.071 3.899 17.447 0.00
O -4.815 0.699 21.133 -0.09
H -4.967 1.673 21.008 -0.01
H -4.224 0.485 20.418 0.02
O -6.028 5.580 18.398 -0.03
H -5.390 4.867 18.339 0.00
H -5.600 6.331 18.033 0.04
O -4.721 4.847 14.357 -0.08
H -4.996 5.119 13.485 0.03
H -4.505 3.883 14.461 0.01



[2]
111
Properties=species:S:1:pos:R:3:lowdin_charge:R:1 method="wB97M-V/def2-TZVPD" gap_ha=0.2384 e_homo_ha=-0.1775 total_charge=-1 lumo_ev=1.7
C -4.061 3.005 -1.274 -0.14
C -3.493 3.870 -2.560 -0.23
C -2.936 2.886 -3.779 -0.22
O -2.049 1.815 -3.304 -0.23
C -0.781 2.326 -2.763 -0.17
B 0.572 1.573 -3.314 -0.67
C 0.595 -0.061 -3.112 -0.14
C -0.481 -0.900 -4.004 -0.19
C -1.563 -1.800 -3.167 -0.11
C -2.056 -1.157 -1.741 -0.24
O -3.189 -0.425 -1.578 -0.06
O -1.270 -1.403 -0.490 -0.06
C 1.941 2.131 -2.517 -0.11
C 1.654 3.435 -1.568 -0.63
O 1.565 3.206 -0.228 -0.17
I 1.432 5.503 -2.262 0.96
B 0.814 2.050 -4.909 -0.40
O 2.019 1.549 -5.645 -0.01
O -0.103 2.971 -5.636 0.01
H -4.745 3.690 -0.586 0.07
H -4.771 2.145 -1.698 0.08
H -3.184 2.491 -0.692 0.07
H -2.605 4.592 -2.296 0.10
H -4.428 4.449 -3.014 0.10
H -3.908 2.344 -4.210 0.13
H -2.475 3.475 -4.679 0.12
H -0.897 2.303 -1.575 0.13
H -0.694 3.462 -3.118 0.08
H 1.681 -0.413 -3.465 0.11
H 0.567 -0.260 -1.956 0.11
H 0.134 -1.666 -4.681 0.12
H -1.109 -0.252 -4.773 0.13
H -2.541 -1.856 -3.852 0.13
H -1.221 -2.938 -3.060 0.12
H -1.947 -1.577 0.251 0.11
H 2.336 1.249 -1.830 0.13
H 2.807 2.373 -3.283 0.10
H 2.628 2.330 -5.885 0.09
H 0.166 3.930 -5.478 0.07
F -2.520 -5.694 -0.794 0.06
C -2.428 -5.646 0.542 -0.28
C -3.027 -6.642 1.305 -0.02
C -2.928 -6.595 2.695 -0.08
C -2.240 -5.545 3.308 -0.10
C -1.647 -4.547 2.534 -0.08
C -1.736 -4.601 1.143 -0.01
H -3.565 -7.446 0.812 0.11
H -3.386 -7.374 3.301 0.08
H -2.166 -5.506 4.393 0.10
H -1.115 -3.729 3.013 0.11
H -1.274 -3.838 0.525 0.10
F -3.827 -8.399 5.306 0.05
C -3.577 -7.999 6.560 -0.29
C -2.279 -8.064 7.053 -0.02
C -2.018 -7.642 8.357 -0.08
C -3.061 -7.170 9.157 -0.10
C -4.362 -7.113 8.655 -0.08
C -4.621 -7.525 7.347 -0.02
H -1.483 -8.441 6.420 0.12
H -1.005 -7.681 8.749 0.11
H -2.858 -6.845 10.175 0.10
H -5.173 -6.749 9.281 0.11
H -5.624 -7.479 6.938 0.12
F -1.889 -9.028 11.813 0.06
C -2.935 -9.818 12.089 -0.29
C -3.404 -10.697 11.118 -0.02
C -4.489 -11.524 11.407 -0.08
C -5.101 -11.456 12.661 -0.10
C -4.626 -10.567 13.627 -0.09
C -3.534 -9.748 13.342 -0.02
H -2.921 -10.730 10.147 0.12
H -4.858 -12.220 10.658 0.10
H -5.950 -12.098 12.885 0.10
H -5.107 -10.512 14.601 0.10
H -3.146 -9.058 14.084 0.11
F 0.492 6.020 -5.459 0.00
C 1.085 6.632 -6.493 -0.28
C 2.176 7.462 -6.262 -0.01
C 2.797 8.095 -7.338 -0.08
C 2.313 7.899 -8.634 -0.11
C 1.214 7.067 -8.855 -0.09
C 0.600 6.426 -7.780 -0.01
H 2.533 7.609 -5.248 0.10
H 3.656 8.740 -7.169 0.10
H 2.795 8.396 -9.473 0.10
H 0.836 6.919 -9.864 0.10
H -0.249 5.769 -7.934 0.12
F 3.843 9.203 -3.222 0.06
C 3.934 9.251 -1.886 -0.29
C 3.336 8.255 -1.123 -0.06
C 3.435 8.302 0.268 -0.07
C 4.123 9.352 0.881 -0.10
C 4.716 10.350 0.106 -0.10
C 4.627 10.297 -1.285 -0.03
H 2.798 7.451 -1.616 -0.09
H 2.977 7.524 0.873 0.11
H 4.196 9.391 1.965 0.10
H 5.248 11.169 0.585 0.10
H 5.089 11.059 -1.902 0.11
F 4.952 3.947 -5.245 0.06
C 5.923 3.090 -4.901 -0.28
C 5.631 1.735 -4.790 0.00
C 6.643 0.842 -4.436 -0.08
C 7.933 1.316 -4.187 -0.11
C 8.215 2.679 -4.297 -0.10
C 7.206 3.570 -4.661 -0.02
H 4.621 1.386 -4.979 0.11
H 6.427 -0.220 -4.354 0.11
H 8.721 0.620 -3.907 0.10
H 9.219 3.046 -4.098 0.10
H 7.409 4.631 -4.759 0.11



Number 1: energy -1338.24165 a.u.. Number 2: energy -3180.76885 a.u..